# 1
{
  "formula": "C39H52Cl2N3O2S2",
  "method": "ωB97M-V/def2-TZVPD",
  "orbital_gap_ev": 6.04,
  "charge": 1,
  "multiplicity": 1,
  "species": ["C", "C", "C", "C", "C", "C", "C", "C", "C", "O", "C", "O", "C", "C", "C", "C", "Cl", "C", "C", "Cl", "N", "C", "C", "C", "C", "C", "C", "N", "C", "C", "C", "C", "S", "C", "S", "N", "C", "C", "C", "C", "C", "C", "C", "C", "C", "C", "C", "C", "H", "H", "H", "H", "H", "H", "H", "H", "H", "H", "H", "H", "H", "H", "H", "H", "H", "H", "H", "H", "H", "H", "H", "H", "H", "H", "H", "H", "H", "H", "H", "H", "H", "H", "H", "H", "H", "H", "H", "H", "H", "H", "H", "H", "H", "H", "H", "H", "H", "H", "H", "H"],
  "coordinates": [[10.858, -2.426, -0.352], [9.634, -1.603, -0.751], [8.326, -2.387, -0.610], [7.090, -1.489, -0.529], [6.506, -1.180, -1.899], [5.311, -0.203, -1.844], [4.079, -0.673, -2.637], [3.434, 0.463, -3.431], [2.740, 1.447, -2.499], [1.407, 1.740, -2.965], [0.745, 2.691, -2.313], [0.096, 3.500, -2.868], [0.793, 2.699, -0.808], [1.844, 3.374, -0.205], [1.932, 3.396, 1.172], [3.046, 4.078, 1.850], [4.579, 3.745, 1.131], [2.925, 4.873, 2.920], [1.627, 5.196, 3.598], [4.324, 5.580, 3.606], [0.992, 2.758, 1.890], [-0.042, 2.076, 1.353], [-0.984, 1.442, 2.328], [-0.320, 0.866, 3.625], [-0.767, -0.583, 3.866], [-2.091, -0.709, 4.622], [-3.318, -0.200, 3.877], [-3.583, -0.939, 2.646], [-0.178, 2.046, -0.042], [-1.322, 1.288, -0.690], [-2.263, 2.144, -1.571], [-3.744, 1.919, -1.260], [-4.065, 0.193, -0.841], [-5.813, 0.052, -1.049], [-6.828, 1.270, -0.702], [-6.271, -1.183, -1.525], [-7.284, -1.774, -0.666], [-8.543, -1.992, -1.210], [-9.570, -2.527, -0.432], [-9.344, -2.871, 0.896], [-8.084, -2.640, 1.442], [-7.065, -2.091, 0.670], [-5.261, -2.110, -2.010], [-4.906, -1.985, -3.350], [-3.921, -2.799, -3.894], [-3.275, -3.753, -3.119], [-3.642, -3.890, -1.784], [-4.625, -3.071, -1.239], [11.047, -3.244, -1.043], [10.767, -2.825, 0.656], [11.729, -1.774, -0.368], [9.777, -1.310, -1.790], [9.605, -0.732, -0.099], [8.396, -2.987, 0.298], [8.249, -3.075, -1.452], [6.330, -2.012, 0.057], [7.356, -0.578, 0.007], [7.283, -0.720, -2.508], [6.205, -2.115, -2.365], [5.627, 0.787, -2.172], [5.051, -0.087, -0.791], [4.307, -1.524, -3.272], [3.349, -1.023, -1.904], [2.746, 0.084, -4.181], [4.241, 0.973, -3.952], [2.685, 0.994, -1.506], [3.346, 2.346, -2.404], [2.600, 3.874, -0.783], [0.837, 5.270, 2.854], [1.360, 4.386, 4.277], [1.692, 6.108, 4.172], [1.093, 2.804, 2.895], [-1.551, 0.640, 1.888], [-1.693, 2.217, 2.625], [-0.672, 1.464, 4.462], [0.763, 0.885, 3.530], [-0.005, -1.099, 4.446], [-0.839, -1.123, 2.921], [-2.277, -1.740, 4.909], [-2.004, -0.123, 5.538], [-4.186, -0.319, 4.520], [-3.214, 0.881, 3.711], [-2.746, -1.248, 2.173], [-4.160, -0.417, 2.002], [-1.861, 0.797, 0.100], [-0.850, 0.540, -1.325], [-2.092, 1.914, -2.616], [-2.041, 3.200, -1.457], [-4.324, 2.149, -2.149], [-4.108, 2.603, -0.498], [-8.752, -1.728, -2.234], [-10.538, -2.661, -0.887], [-10.151, -3.302, 1.468], [-7.901, -2.897, 2.474], [-6.103, -1.919, 1.134], [-5.396, -1.229, -3.944], [-3.648, -2.665, -4.930], [-2.498, -4.377, -3.530], [-3.146, -4.619, -1.163], [-4.862, -3.198, -0.194]],
  "forces_ev_per_angstrom": [[0.0581, 0.3153, -0.1151], [0.1309, -0.7166, 0.1371], [0.3151, 0.3682, 0.1827], [0.0432, -0.6420, -0.1641], [-0.0103, 0.7053, 0.1939], [0.1765, -0.4831, 0.1665], [-0.2305, 0.3677, 0.4558], [0.2538, -0.2190, 0.0167], [0.4241, -0.6890, 0.2895], [0.4857, 0.0123, -0.1664], [0.3528, -0.6422, 0.5266], [-1.0896, 1.2294, -0.8416], [0.5041, -0.2008, 0.3353], [-0.3532, -0.1831, 0.4465], [0.2590, 0.4905, -0.4344], [0.1059, -0.1245, 0.1837], [0.0518, 0.0099, -0.0700], [0.0946, -0.0258, -0.0101], [-0.0638, -0.4546, -0.3047], [-0.0225, 0.0567, 0.1230], [0.1703, 0.1505, -0.4051], [-0.2262, -0.0205, -0.3394], [0.4372, 0.1650, 0.8158], [-0.7869, -0.2102, -0.7511], [-0.0542, -0.1964, 0.3089], [-0.1812, 0.2797, -0.1483], [-0.0200, 0.0415, -0.1608], [0.0322, -0.0703, 0.2213], [-0.2840, -0.1456, 0.2933], [0.9778, 0.6159, -0.2203], [-0.2222, -0.3091, 0.2502], [-0.2078, 0.4778, -0.0695], [0.1425, -0.3126, -0.4555], [-0.3907, 0.0165, -0.5218], [-0.1102, 0.2659, 0.1224], [1.2653, -0.3385, 1.6548], [-1.0566, -0.0860, -0.4273], [-0.1846, -0.1366, 0.2821], [0.4136, 0.0592, -0.0521], [0.2581, 0.2591, -0.5007], [-0.2399, -0.0734, -0.2125], [0.0711, -0.0218, 0.1188], [0.0009, -0.0147, -0.7168], [0.1306, -0.2101, 0.1866], [-0.0020, 0.2092, -0.0981], [-0.2552, 0.1300, 0.3822], [-0.0632, 0.3161, -0.3348], [0.0472, -0.2097, 0.3214], [-0.0487, -0.1468, -0.0214], [-0.0647, -0.0828, 0.0788], [0.2119, -0.0686, 0.0072], [-0.1096, 0.4412, -0.0234], [-0.0883, 0.2664, -0.1463], [-0.0289, -0.0957, 0.0527], [-0.1519, -0.1920, 0.0064], [-0.1420, 0.1277, 0.0890], [-0.1011, 0.1521, 0.0375], [0.1260, -0.2069, -0.2440], [0.0208, -0.0965, -0.1279], [0.0563, 0.0797, -0.1575], [-0.1687, 0.0827, 0.0780], [0.1631, 0.0331, -0.2148], [-0.1614, -0.2893, -0.1227], [-0.2282, 0.0256, 0.0191], [-0.0913, 0.1327, -0.2952], [-0.1541, 0.0196, 0.1197], [-0.2646, 0.3208, -0.1208], [0.1264, 0.0946, -0.0932], [-0.1334, 0.1981, 0.0183], [-0.0004, 0.0785, 0.2888], [0.0188, 0.1901, 0.0255], [-0.1370, -0.2479, 0.0821], [-0.1579, 0.0023, -0.3480], [-0.1902, 0.0193, -0.1410], [0.4250, 0.1335, 0.2513], [0.1520, 0.0770, 0.2193], [0.0906, -0.0220, 0.0400], [0.2078, -0.0209, -0.1578], [0.1489, -0.1866, 0.0087], [-0.0301, -0.0660, 0.1839], [-0.0686, 0.0489, 0.1610], [-0.0027, 0.0718, -0.0490], [-0.0131, 0.0511, -0.1123], [0.0191, -0.0048, -0.1188], [-0.2293, -0.2782, -0.0483], [-0.1421, -0.3389, 0.0700], [0.1159, -0.0865, -0.1142], [-0.0251, 0.1787, 0.0447], [-0.1411, -0.0509, -0.0617], [0.0071, -0.1466, 0.3063], [0.1440, 0.0826, -0.1407], [-0.1383, -0.0852, 0.0315], [0.0227, -0.0194, 0.2220], [0.1210, 0.0200, 0.0960], [0.0881, 0.1025, -0.0120], [-0.0719, 0.0478, -0.1278], [0.0034, -0.0505, -0.0785], [0.0359, -0.0542, -0.1283], [-0.0137, -0.0879, 0.0974], [-0.1537, 0.0406, 0.0756]],
  "lowdin_charge": [-0.12, -0.27, -0.22, -0.23, -0.20, -0.20, -0.20, -0.16, -0.16, 0.06, -0.48, 0.21, -0.02, 0.05, -0.21, -0.65, 0.75, -0.72, -0.08, 0.75, 0.19, -0.09, -0.09, -0.16, -0.20, -0.19, -0.28, 0.02, -0.05, -0.14, -0.22, -0.46, 0.95, -1.07, 0.73, -0.08, -0.27, -0.01, -0.07, -0.07, -0.06, -0.04, -0.28, -0.03, -0.07, -0.08, -0.07, -0.04, 0.07, 0.07, 0.07, 0.10, 0.10, 0.11, 0.11, 0.11, 0.11, 0.11, 0.11, 0.11, 0.10, 0.11, 0.11, 0.12, 0.12, 0.12, 0.13, 0.13, 0.09, 0.09, 0.08, 0.15, 0.08, 0.14, 0.12, 0.11, 0.11, 0.10, 0.12, 0.11, 0.11, 0.10, 0.04, 0.03, 0.04, 0.14, 0.12, 0.12, 0.08, 0.07, 0.12, 0.10, 0.10, 0.10, 0.10, 0.12, 0.10, 0.10, 0.10, 0.10]
}



# 2
{
  "formula": "C31H48AsBIrN2O5Si3",
  "method": "ωB97M-V/def2-TZVPD",
  "orbital_gap_ev": [7.19, 6.53],
  "charge": 0,
  "multiplicity": 2,
  "species": ["Ir", "C", "C", "C", "C", "N", "C", "C", "C", "C", "C", "C", "C", "H", "H", "H", "H", "H", "H", "H", "H", "C", "Si", "C", "C", "As", "Si", "C", "C", "C", "Si", "C", "C", "C", "H", "H", "H", "H", "H", "H", "H", "H", "H", "H", "H", "H", "H", "H", "H", "H", "H", "H", "H", "H", "H", "H", "H", "H", "H", "H", "H", "O", "O", "C", "O", "C", "N", "C", "C", "C", "H", "H", "H", "H", "H", "H", "H", "H", "H", "O", "B", "O", "C", "C", "C", "C", "C", "C", "H", "H", "H", "H"],
  "coordinates": [[-0.572, 0.641, -1.408], [2.806, -2.517, -1.467], [3.583, -2.137, -2.550], [3.128, -1.105, -3.339], [1.938, -0.455, -3.019], [1.249, -0.755, -1.901], [1.661, -1.798, -1.182], [1.250, 0.491, -3.902], [1.735, 0.774, -5.180], [1.005, 1.557, -6.053], [-0.231, 2.032, -5.629], [-0.689, 1.770, -4.345], [0.044, 1.018, -3.403], [3.065, -3.358, -0.841], [4.497, -2.660, -2.798], [3.670, -0.819, -4.227], [1.045, -2.134, -0.367], [2.675, 0.361, -5.520], [1.375, 1.762, -7.049], [-0.853, 2.613, -6.299], [-1.652, 2.167, -4.067], [0.157, -5.060, -0.092], [0.207, -4.135, 1.545], [2.010, -3.813, 1.977], [-0.399, -5.352, 2.838], [-0.856, -2.043, 1.159], [-1.022, -1.230, 3.386], [-2.333, 0.109, 3.442], [-1.516, -2.426, 4.756], [0.712, -0.705, 3.876], [-3.082, -2.689, 0.700], [-3.784, -4.075, 1.757], [-4.276, -1.257, 0.780], [-3.062, -3.281, -1.083], [0.753, -5.975, -0.020], [0.544, -4.473, -0.928], [-0.862, -5.355, -0.345], [2.537, -4.772, 1.983], [2.120, -3.381, 2.972], [2.525, -3.149, 1.284], [0.261, -6.224, 2.774], [-1.419, -5.695, 2.670], [-0.337, -4.969, 3.854], [-3.306, -0.374, 3.371], [-2.265, 0.856, 2.655], [-2.308, 0.604, 4.419], [-2.461, -2.942, 4.584], [-1.638, -1.814, 5.657], [-0.756, -3.173, 4.977], [1.183, -0.010, 3.183], [1.332, -1.602, 3.919], [0.728, -0.255, 4.872], [-3.755, -3.855, 2.824], [-3.279, -5.028, 1.594], [-4.834, -4.208, 1.476], [-4.463, -0.896, 1.789], [-5.227, -1.631, 0.386], [-3.950, -0.409, 0.179], [-2.415, -4.143, -1.246], [-2.719, -2.477, -1.739], [-4.072, -3.556, -1.398], [-2.002, 0.711, -0.434], [-2.159, 4.794, -0.892], [-1.397, 4.003, -1.435], [-1.626, 2.938, -2.067], [0.102, 4.417, -1.330], [0.962, 3.550, -2.197], [1.685, 4.387, -3.191], [0.823, 5.638, -3.275], [0.386, 5.837, -1.821], [0.376, 4.327, -0.282], [0.297, 2.895, -2.680], [1.507, 2.839, -1.749], [1.763, 3.828, -4.123], [2.684, 4.598, -2.812], [-0.037, 5.448, -3.920], [1.374, 6.486, -3.677], [-0.497, 6.455, -1.683], [1.206, 6.278, -1.248], [1.590, 2.257, 0.155], [0.324, 1.650, 0.089], [-0.254, 1.578, 1.363], [0.583, 2.332, 2.172], [0.426, 2.688, 3.491], [1.464, 3.421, 4.066], [2.600, 3.771, 3.350], [2.754, 3.420, 2.010], [1.723, 2.703, 1.454], [-0.458, 2.410, 4.045], [1.384, 3.724, 5.102], [3.380, 4.338, 3.841], [3.631, 3.695, 1.442]],
  "forces_ev_per_angstrom": [[1.3996, -2.2467, -0.6624], [0.0854, 0.0627, -0.0854], [-0.0922, -0.0874, 0.1311], [-0.0407, 0.1307, -0.0796], [-0.0867, 0.0218, -0.1144], [-0.6090, 0.4749, -0.0148], [0.2503, -0.2787, 0.1309], [0.2384, 0.1024, 0.3483], [-0.0081, 0.0268, -0.1093], [-0.0819, -0.0186, 0.1430], [0.0534, -0.0369, -0.0176], [-0.3113, -0.1252, 0.1373], [-0.3547, 0.1766, -0.3592], [0.0227, -0.0170, -0.0276], [0.0098, 0.0066, 0.0166], [0.0172, 0.0268, -0.0067], [-0.1653, 0.4380, 0.1593], [0.0256, -0.0246, 0.0439], [-0.0021, 0.0192, 0.0061], [0.0081, -0.0117, -0.0065], [-0.0044, 0.0274, 0.1265], [0.0568, -0.0415, -0.0306], [-0.1093, 0.0324, -0.1032], [0.0485, -0.0232, 0.0288], [-0.0512, 0.0020, 0.0081], [-0.3212, -0.2750, 0.7919], [-0.0388, -0.0622, 0.0043], [0.0997, -0.0196, 0.1140], [-0.0677, -0.0031, -0.0375], [0.0341, 0.0771, -0.0482], [-0.0900, -0.1027, -0.1940], [0.0214, -0.0344, 0.0193], [-0.0109, -0.0027, 0.0080], [-0.0002, 0.0715, -0.0615], [0.0104, 0.0126, 0.0074], [-0.0151, 0.0170, -0.0003], [-0.0150, -0.0155, 0.0244], [0.0176, 0.0129, -0.0233], [-0.0376, -0.0069, 0.0366], [-0.0356, 0.0392, -0.0095], [-0.0201, -0.0120, 0.0091], [-0.0073, 0.0381, -0.0211], [0.0045, 0.0432, 0.0247], [-0.0372, 0.0020, 0.0168], [0.0517, -0.0118, -0.0662], [0.0586, 0.0377, -0.0179], [-0.0219, 0.0001, -0.0550], [-0.0133, -0.0250, 0.0063], [0.0604, -0.0107, -0.0371], [-0.0169, -0.0127, -0.0338], [0.0348, -0.0124, 0.0197], [-0.0488, 0.0237, 0.0027], [0.0236, 0.0287, 0.0237], [0.0281, 0.0194, -0.0218], [0.0038, -0.0083, 0.0046], [-0.0223, -0.0361, 0.0407], [-0.0081, 0.0504, -0.0267], [0.0247, -0.0401, -0.0149], [0.0132, -0.0109, 0.0224], [-0.0028, 0.0036, 0.0102], [-0.0038, 0.0018, 0.0200], [-0.1138, 0.1323, -0.7455], [-0.1391, 0.0814, 0.1705], [-0.1896, -0.0066, -0.4012], [-0.0385, 0.9051, -0.0208], [0.0941, 0.4169, 0.4428], [-0.9495, -0.3578, -1.0629], [0.0379, -0.0953, -0.1649], [-0.0062, 0.0832, 0.0985], [0.0836, -0.0675, -0.1196], [0.1686, -0.1626, -0.0289], [-0.3512, 0.7845, 0.0681], [0.9031, 0.1658, 0.9033], [0.0381, 0.0167, 0.0068], [-0.0139, 0.0495, 0.0530], [-0.0347, 0.0070, 0.0371], [0.0042, -0.0148, -0.0277], [-0.0331, -0.0262, -0.0700], [0.0030, 0.0232, -0.0195], [0.0002, -0.0134, -0.0511], [0.1955, -1.3040, 0.5549], [0.7068, 1.2774, 0.2838], [0.2287, -0.2035, -0.2961], [0.0594, 0.0002, -0.1208], [-0.0524, 0.0010, 0.1060], [0.0655, 0.0635, 0.0435], [-0.0540, -0.0216, -0.0107], [-0.4904, -0.1060, 0.1664], [-0.0467, -0.0187, 0.0308], [-0.0187, -0.0094, -0.0033], [0.0021, -0.0051, -0.0050], [-0.0096, -0.0091, -0.0181]],
  "lowdin_spin": [0.50, 0.00, 0.00, 0.00, 0.01, 0.01, 0.00, 0.01, 0.00, 0.01, 0.00, 0.00, 0.00, 0.00, 0.00, 0.00, 0.00, 0.00, 0.00, 0.00, 0.00, 0.00, 0.00, 0.00, 0.00, 0.01, 0.00, 0.00, 0.00, 0.00, 0.00, 0.00, 0.00, 0.00, 0.00, 0.00, 0.00, 0.00, 0.00, 0.00, 0.00, 0.00, 0.00, 0.00, 0.00, 0.00, 0.00, 0.00, 0.00, 0.00, 0.00, 0.00, 0.00, 0.00, 0.00, 0.00, 0.00, 0.00, 0.00, 0.00, 0.00, 0.39, 0.00, 0.00, 0.02, 0.00, 0.00, 0.00, 0.00, 0.00, 0.00, 0.00, 0.00, 0.00, 0.00, 0.00, 0.00, 0.00, 0.00, 0.00, 0.02, 0.00, 0.00, 0.00, 0.00, 0.00, 0.00, 0.00, 0.00, 0.00, 0.00, 0.00]
}



# 3
{
  "formula": "C3H7ClOS",
  "method": "ωB97M-V/def2-TZVPD",
  "orbital_gap_ev": 8.76,
  "charge": 0,
  "multiplicity": 1,
  "species": ["C", "C", "C", "O", "S", "Cl", "H", "H", "H", "H", "H", "H", "H"],
  "coordinates": [[1.622, 0.305, 0.076], [0.496, 0.626, 0.991], [-1.281, -0.100, -0.242], [-0.876, 0.047, -1.506], [-1.608, -1.788, 0.308], [-2.614, 0.947, 0.254], [1.421, 0.693, -0.923], [1.780, -0.768, 0.007], [2.548, 0.767, 0.424], [0.230, 1.665, 1.100], [0.350, 0.005, 1.860], [-1.588, -0.123, -2.146], [-0.479, -2.276, -0.204]],
  "forces_ev_per_angstrom": [[0.0871, 0.1458, 0.0208], [-2.6886, -1.2122, -2.3598], [2.7362, 0.7472, 2.9737], [0.1288, 0.2633, -0.8624], [-0.4416, 0.1643, -0.0763], [-0.2083, -0.0197, -0.1080], [0.0456, 0.0033, 0.0119], [0.0724, -0.1016, -0.0164], [0.1335, -0.0243, 0.0327], [-0.0566, 0.1606, 0.0944], [-0.0396, -0.0147, 0.1721], [0.0202, -0.0790, 0.1982], [0.2108, -0.0332, -0.0809]],
  "nbo_charge": [-0.67, -0.26, 0.07, -0.73, -0.02, -0.05, 0.23, 0.21, 0.22, 0.20, 0.20, 0.48, 0.12]
}